Entry 1:
Molecular formula: C13H20F5NO5OsP2STe
Method: DFT, ωB97M-V with the def2-TZVPD basis set

CARTESIAN COORDINATES (ANGSTROEM)
Os1 0.173 0.949 -0.615
C1 -0.497 1.894 2.633
P1 -0.026 0.432 1.679
C2 1.388 -0.252 2.586
C3 -1.369 -0.754 2.085
C4 -1.431 -1.962 1.134
P2 -2.138 -1.397 -0.427
C5 -3.909 -1.267 -0.283
C6 -1.770 -2.539 -1.740
H1 0.294 2.638 2.560
H2 -0.666 1.628 3.677
H3 -1.406 2.315 2.201
H4 1.132 -0.324 3.644
H5 2.258 0.391 2.463
H6 1.648 -1.239 2.204
H7 -2.306 -0.192 2.059
H8 -1.221 -1.084 3.115
H9 -2.044 -2.767 1.545
H10 -0.439 -2.378 0.938
H11 -4.361 -2.246 -0.126
H12 -4.282 -0.829 -1.210
H13 -4.162 -0.591 0.534
H14 -2.310 -3.471 -1.556
H15 -0.700 -2.715 -1.801
H16 -2.100 -2.087 -2.677
O1 0.375 -0.562 -2.031
S1 -0.037 0.363 -3.223
O2 -1.486 0.331 -3.358
O3 0.338 1.697 -2.538
O4 0.725 0.079 -4.387
F1 -3.602 4.110 -1.196
Te1 -2.728 2.527 -1.615
F2 -2.878 3.153 -3.393
F3 -4.212 1.489 -2.009
F4 -3.243 2.103 0.235
F5 0.423 2.748 0.037
O5 -1.638 0.040 -0.599
N1 7.304 -0.762 0.480
C7 6.198 -0.507 0.301
C8 4.811 -0.195 0.077
C9 3.900 -1.215 -0.190
C10 2.567 -0.914 -0.392
C11 2.113 0.400 -0.317
C12 3.032 1.422 -0.063
C13 4.373 1.123 0.127
H17 4.244 -2.240 -0.246
H18 1.874 -1.711 -0.624
H19 2.708 2.452 -0.016
H20 5.082 1.917 0.319

As for the orbital gap: 7.520 eV. The value obtained for the energy relative to the best compared isomer or geometry (same formula, charge and spin) is 11.7 kJ/mol. The calculated total energy comes out at -2877.36281 Ha. Its net charge is 0.

---

Entry 2:
Molecular formula: C20H30N5O3
Method: DFT, ωB97M-V with the def2-TZVPD basis set

CARTESIAN COORDINATES (ANGSTROEM)
C1 0.071 0.378 2.358
C2 -1.506 0.311 2.620
N1 -2.356 0.157 1.399
C3 -2.715 -1.257 1.102
C4 -4.342 -1.362 1.310
N2 -4.875 0.014 1.071
C5 -5.785 0.462 2.162
C6 -4.914 0.745 3.480
O1 -4.673 -0.168 4.358
O2 -4.367 1.995 3.677
C7 -1.832 0.870 0.242
C8 -2.411 2.361 0.000
O3 -0.985 0.441 -0.595
H1 0.410 1.298 1.753
H2 0.520 -0.601 1.946
H3 0.566 0.512 3.395
H4 -1.714 -0.608 3.282
H5 -1.889 1.210 3.237
H6 -2.147 -2.031 1.716
H7 -2.558 -1.458 -0.023
H8 -4.514 -1.751 2.367
H9 -4.835 -2.073 0.566
H10 -5.388 0.059 0.180
H11 -6.337 1.424 1.904
H12 -6.590 -0.351 2.309
H13 -2.255 2.636 -1.095
H14 -3.527 2.325 0.269
H15 -1.918 3.093 0.727
N3 1.135 2.059 -1.754
C9 1.178 3.417 -1.595
C10 2.462 3.835 -1.854
C11 3.219 2.686 -2.187
C12 2.372 1.605 -2.120
H16 0.315 1.481 -1.623
H17 0.295 3.968 -1.311
H18 2.815 4.855 -1.810
H19 4.267 2.653 -2.448
H20 2.544 0.554 -2.299
N4 5.380 0.570 -0.943
C13 6.660 0.712 -0.480
C14 7.423 -0.292 -1.027
C15 6.573 -1.064 -1.855
C16 5.319 -0.506 -1.786
H21 4.603 1.167 -0.702
H22 6.917 1.511 0.198
H23 8.477 -0.451 -0.850
H24 6.847 -1.930 -2.438
H25 4.391 -0.784 -2.263
N5 -0.332 -2.387 -1.244
C17 0.918 -2.804 -1.610
C18 0.882 -4.169 -1.770
C19 -0.441 -4.589 -1.496
C20 -1.169 -3.467 -1.177
H26 -0.595 -1.425 -1.054
H27 1.726 -2.096 -1.724
H28 1.716 -4.794 -2.055
H29 -0.821 -5.600 -1.529
H30 -2.207 -3.347 -0.908

As for the orbital gap: 6.848 eV. The calculated total energy comes out at -1279.55062 Ha. Its net charge is -1.

---

Entry 3:
Molecular formula: C57H127N5O9
Method: DFT, ωB97M-V with the def2-TZVPD basis set

CARTESIAN COORDINATES (ANGSTROEM)
C1 10.556 -4.004 -12.291
C2 10.363 -3.508 -10.836
C3 9.211 -2.530 -10.758
C4 10.070 -4.717 -9.918
C5 11.194 -5.733 -9.685
C6 12.372 -4.917 -9.107
C7 12.757 -3.701 -9.951
C8 13.721 -2.862 -9.118
C9 13.478 -4.190 -11.228
N1 11.583 -2.866 -10.270
O1 11.929 -1.765 -11.148
H1 11.038 -3.225 -12.878
H2 11.176 -4.898 -12.286
H3 9.585 -4.271 -12.709
H4 8.280 -3.067 -10.960
H5 9.095 -2.304 -9.691
H6 9.249 -1.603 -11.321
H7 9.662 -4.316 -8.988
H8 9.228 -5.248 -10.382
H9 10.821 -6.532 -9.045
H10 11.503 -6.247 -10.599
H11 13.218 -5.603 -9.222
H12 12.164 -4.761 -8.049
H13 14.477 -3.505 -8.668
H14 13.186 -2.375 -8.302
H15 14.199 -2.128 -9.770
H16 13.512 -3.359 -11.935
H17 13.192 -5.085 -11.779
H18 14.519 -4.432 -10.982
H19 12.179 -1.128 -10.466
C10 10.700 -7.899 -15.001
C11 9.331 -7.508 -14.436
C12 9.388 -7.504 -12.893
C13 9.097 -6.023 -14.812
C14 8.482 -5.874 -16.212
C15 7.261 -6.755 -16.383
C16 7.514 -8.241 -16.111
C17 6.098 -8.829 -15.890
C18 8.208 -8.926 -17.269
N2 8.225 -8.355 -14.832
O2 8.472 -9.722 -14.524
H20 10.741 -7.776 -16.090
H21 11.506 -7.223 -14.711
H22 10.903 -8.954 -14.820
H23 10.263 -6.968 -12.509
H24 8.515 -7.100 -12.382
H25 9.581 -8.500 -12.473
H26 8.573 -5.365 -14.110
H27 10.049 -5.480 -14.821
H28 8.130 -4.866 -16.451
H29 9.316 -6.033 -16.906
H30 6.840 -6.608 -17.377
H31 6.598 -6.374 -15.600
H32 6.196 -9.889 -15.646
H33 5.436 -8.707 -16.746
H34 5.647 -8.319 -15.039
H35 9.216 -8.527 -17.389
H36 7.608 -8.837 -18.175
H37 8.338 -9.996 -17.095
H38 8.058 -9.804 -13.657
C19 15.319 -3.088 -19.469
C20 16.611 -2.791 -18.709
C21 17.364 -4.124 -18.566
C22 17.408 -1.886 -19.682
C23 18.571 -1.153 -19.062
C24 18.049 -0.337 -17.877
C25 17.303 -1.213 -16.861
C26 18.290 -2.012 -15.978
C27 16.620 -0.184 -15.917
N3 16.287 -2.075 -17.483
O3 15.687 -2.944 -16.550
H39 15.603 -3.661 -20.356
H40 14.630 -3.731 -18.913
H41 14.743 -2.221 -19.792
H42 17.570 -4.602 -19.524
H43 18.341 -4.024 -18.092
H44 16.751 -4.804 -17.972
H45 17.709 -2.499 -20.533
H46 16.771 -1.096 -20.093
H47 19.359 -1.810 -18.671
H48 19.119 -0.530 -19.773
H49 17.350 0.430 -18.224
H50 18.813 0.193 -17.309
H51 19.129 -1.383 -15.672
H52 18.726 -2.842 -16.533
H53 17.820 -2.404 -15.079
H54 16.248 -0.723 -15.042
H55 15.838 0.368 -16.435
H56 17.373 0.503 -15.529
H57 14.818 -2.553 -16.390
C28 20.066 -13.557 -15.022
C29 18.746 -13.081 -15.627
C30 18.540 -13.607 -17.062
C31 17.636 -13.719 -14.733
C32 16.237 -13.096 -14.922
C33 16.322 -11.595 -14.674
C34 17.359 -10.927 -15.599
C35 16.848 -10.748 -17.003
C36 17.618 -9.526 -14.997
N4 18.640 -11.632 -15.531
O4 19.736 -11.015 -16.153
H58 20.244 -12.993 -14.104
H59 20.042 -14.630 -14.843
H60 20.911 -13.301 -15.665
H61 18.985 -12.859 -17.722
H62 18.910 -14.623 -17.186
H63 17.479 -13.612 -17.310
H64 17.590 -14.789 -14.941
H65 17.973 -13.599 -13.700
H66 15.868 -13.268 -15.934
H67 15.581 -13.557 -14.182
H68 16.580 -11.447 -13.622
H69 15.348 -11.126 -14.826
H70 16.582 -11.687 -17.496
H71 17.559 -10.262 -17.673
H72 15.913 -10.181 -17.070
H73 16.666 -9.053 -14.766
H74 18.240 -8.945 -15.680
H75 18.228 -9.647 -14.101
H76 20.086 -10.385 -15.513
C37 10.008 1.391 -15.452
C38 9.673 -0.002 -14.889
C39 8.939 0.082 -13.555
C40 8.718 -0.735 -15.884
C41 9.486 -1.345 -17.054
C42 10.605 -2.246 -16.571
C43 11.584 -1.556 -15.653
C44 12.399 -2.670 -14.971
C45 12.589 -0.664 -16.393
N5 10.814 -0.903 -14.595
O5 11.661 -0.294 -13.635
H77 10.204 2.043 -14.594
H78 10.889 1.472 -16.083
H79 9.160 1.850 -15.960
H80 9.508 0.581 -12.769
H81 8.021 0.675 -13.615
H82 8.707 -0.926 -13.212
H83 8.004 -1.422 -15.414
H84 7.980 -0.005 -16.234
H85 8.816 -1.860 -17.746
H86 9.845 -0.488 -17.636
H87 11.117 -2.764 -17.384
H88 10.084 -3.037 -16.018
H89 13.088 -3.167 -15.659
H90 11.730 -3.443 -14.590
H91 13.077 -2.292 -14.202
H92 13.201 -0.138 -15.660
H93 12.053 0.097 -16.964
H94 13.215 -1.221 -17.092
H95 11.659 -0.909 -12.888
C46 21.629 -3.861 -12.497
C47 21.998 -5.051 -13.379
C48 21.039 -5.166 -14.562
O6 23.331 -4.900 -13.883
H96 21.234 -3.049 -13.112
H97 22.414 -3.544 -11.814
H98 20.751 -4.181 -11.926
H99 22.005 -5.969 -12.785
H100 21.265 -4.443 -15.349
H101 19.976 -5.063 -14.333
H102 21.171 -6.129 -15.065
H103 23.618 -4.001 -13.710
C49 19.768 -7.211 -10.254
C50 18.563 -7.505 -11.120
C51 18.018 -8.921 -11.110
O7 17.533 -6.600 -10.712
H104 20.552 -7.969 -10.298
H105 19.504 -7.090 -9.204
H106 20.235 -6.295 -10.624
H107 18.737 -7.248 -12.175
H108 17.106 -8.877 -11.712
H109 17.649 -9.186 -10.116
H110 18.690 -9.672 -11.520
H111 16.797 -6.525 -11.339
C52 16.584 -1.992 -12.115
C53 17.804 -2.695 -11.494
C54 17.707 -2.794 -9.976
O8 18.006 -3.958 -12.123
H112 15.635 -2.369 -11.731
H113 16.600 -2.093 -13.202
H114 16.585 -0.909 -11.968
H115 18.664 -2.072 -11.764
H116 17.317 -3.737 -9.588
H117 17.146 -1.979 -9.517
H118 18.715 -2.705 -9.556
H119 18.259 -4.558 -11.404
C55 14.302 -5.438 -14.614
C56 15.470 -6.290 -14.210
C57 16.709 -6.086 -15.079
O9 15.750 -5.919 -12.843
H120 14.445 -4.368 -14.473
H121 13.509 -5.762 -13.933
H122 14.024 -5.591 -15.660
H123 15.227 -7.354 -14.207
H124 16.704 -6.839 -15.880
H125 17.654 -6.388 -14.622
H126 16.750 -5.109 -15.561
H127 16.025 -4.992 -12.933

The SMILES is CC1(C)CCCC(C)(C)N1O.CC1(C)CCCC(C)(C)N1O.CC1(C)CCCC(C)(C)N1O.CC1(C)CCCC(C)(C)N1O.CC1(C)CCCC(C)(C)N1O.CC(C)O.CC(C)O.CC(C)O.CC(C)O. As for the orbital gap: 8.525 eV. The value obtained for the energy relative to the best compared isomer or geometry (same formula, charge and spin) is 17.4 kJ/mol. The calculated total energy comes out at -3198.69968 Ha. Its net charge is 0.

---

Q: Which formula does entry 1 have?
A: C13H20F5NO5OsP2STe

---

Q: The highest orbital gap belongs to which entry?
A: C57H127N5O9

---

Q: What is the orbital gap in the third record?
A: 8.525 eV

---

Q: Look up the orbital gap of the second one.
A: 6.848 eV